{
  "formula": "C2H12O3",
  "method": "wB97M-V/def2-TZVPD",
  "multiplicity": 2,
  "charge": 1,
  "de_lowest_kcal_mol": 36.6,
  "elements": ["C", "C", "H", "H", "H", "H", "H", "H", "H", "H", "O", "H", "H", "O", "H", "H", "O"],
  "coordinates": [[1.753, -1.382, 0.034], [0.602, -0.349, -0.026], [2.729, -1.012, -0.398], [1.457, -2.334, -0.440], [2.106, -1.589, 1.088], [0.610, 0.228, -0.889], [-0.280, -1.042, 0.131], [0.707, 0.542, 0.652], [1.930, 1.768, -1.265], [2.219, 2.522, 0.067], [1.510, 2.354, -0.522], [-1.830, 1.888, -0.022], [-2.534, 1.642, 1.379], [-2.610, 1.504, 0.386], [-3.003, -0.823, -0.010], [-2.490, -2.201, 0.277], [-2.878, -1.718, -0.442]]
}